# 1
# C2H2N4

The molecule C2H2N4 in a non-equilibrium geometry (ωB97M-V/def2-TZVPD, OMol25).

Calculated values
Spin multiplicity ... 1
Energy relative to the best compared isomer or geometry (same formula, charge and spin) ... 45.0 kcal per mole
LUMO level ... -0.68 eV
Kohn-Sham gap ... 0.3504 Ha
Electronic energy ... -296.3531 hartree
Charge ... 0
Maximum force ... 0.040 Eh/bohr
SMILES ... c1ncnnn1

Each line ends with the natural charge from an NBO analysis.
CARTESIAN COORDINATES (ANGSTROEM)
C1 -1.114 -0.330 -0.254  0.23
N1 -1.129 0.961 -0.455  -0.28
N2 0.124 1.668 -0.225  0.05
N3 1.161 1.040 0.151  -0.22
C2 1.066 -0.348 0.341  0.24
N4 -0.008 -1.052 0.157  -0.43
H1 -2.026 -0.948 -0.410  0.20
H2 2.002 -0.835 0.672  0.20

# 2
# C2H3N3

The molecule C2H3N3 in a non-equilibrium geometry (ωB97M-V/def2-TZVPD, OMol25).

Calculated values
Spin multiplicity ... 1
Energy relative to the best compared isomer or geometry (same formula, charge and spin) ... 78.9 kcal per mole
LUMO level ... 0.96 eV
Kohn-Sham gap ... 0.4035 Ha
Electronic energy ... -242.1469 hartree
Charge ... 0
Maximum force ... 0.021 Eh/bohr
SMILES ... [H]/N=C/N1C=N1

Each line ends with the natural charge from an NBO analysis.
CARTESIAN COORDINATES (ANGSTROEM)
N1 -0.323 -0.975 -0.799  -0.65
C1 -0.626 0.236 -0.584  0.25
N2 0.132 1.025 0.323  -0.39
N3 0.113 0.449 1.788  -0.18
C2 1.035 0.169 1.005  0.21
H1 -0.931 -1.356 -1.520  0.35
H2 -1.383 0.792 -1.118  0.17
H3 1.983 -0.341 0.906  0.23

# 3
# ClH3O2SSi

The molecule ClH3O2SSi in a non-equilibrium geometry (ωB97M-V/def2-TZVPD, OMol25).

Calculated values
Spin multiplicity ... 1
Energy relative to the best compared isomer or geometry (same formula, charge and spin) ... 41.1 kcal per mole
LUMO level ... -1.26 eV
Kohn-Sham gap ... 0.3348 Ha
Electronic energy ... -1300.0715 hartree
Charge ... 0
Maximum force ... 0.085 Eh/bohr
SMILES ... O=S(=O)([SiH3])Cl

Each line ends with the natural charge from an NBO analysis.
CARTESIAN COORDINATES (ANGSTROEM)
O1 -0.612 1.373 -1.231  -0.91
O2 0.509 1.840 0.939  -0.90
Si1 -0.639 -1.065 0.512  0.72
S1 0.396 1.038 -0.239  1.71
Cl1 2.309 0.953 -1.277  -0.29
H1 0.203 -2.223 -0.171  -0.12
H2 -0.444 -0.863 1.907  -0.11
H3 -1.723 -1.053 -0.439  -0.10

# 4
# C4H4OS

The molecule C4H4OS in a non-equilibrium geometry (ωB97M-V/def2-TZVPD, OMol25).

Calculated values
Spin multiplicity ... 1
Energy relative to the best compared isomer or geometry (same formula, charge and spin) ... 38.2 kcal per mole
LUMO level ... -0.07 eV
Kohn-Sham gap ... 0.3149 Ha
Electronic energy ... -628.1742 hartree
Charge ... 0
Maximum force ... 0.103 Eh/bohr
SMILES ... CC(=S)C=C=O

Each line ends with the natural charge from an NBO analysis.
CARTESIAN COORDINATES (ANGSTROEM)
C1 0.093 0.422 1.072  -0.63
C2 -0.324 -0.033 -0.241  -0.04
C3 -0.665 1.396 1.443  0.82
C4 0.538 -0.981 -0.966  -0.70
O1 -1.326 2.199 1.906  -0.39
S1 -1.772 0.408 -0.865  -0.07
H1 1.126 -0.014 1.362  0.29
H2 0.218 -0.738 -2.048  0.25
H3 0.571 -2.046 -0.872  0.25
H4 1.542 -0.613 -0.790  0.21

# 5
# C5H14N2

The molecule C5H14N2 in a non-equilibrium geometry (ωB97M-V/def2-TZVPD, OMol25).

Calculated values
Spin multiplicity ... 1
Energy relative to the best compared isomer or geometry (same formula, charge and spin) ... 37.5 kcal per mole
LUMO level ... 1.03 eV
Kohn-Sham gap ... 0.3628 Ha
Electronic energy ... -308.3633 hartree
Charge ... 0
Maximum force ... 0.066 Eh/bohr
SMILES ... CCC[C@@H](N)CN

Each line ends with the natural charge from an NBO analysis.
CARTESIAN COORDINATES (ANGSTROEM)
N1 0.393 0.444 1.585  -0.87
C1 -0.274 -0.234 0.481  -0.06
C2 0.182 0.062 -0.987  -0.40
C3 1.723 -0.190 -1.115  -0.41
C4 2.492 0.863 -1.879  -0.61
C5 -1.784 -0.019 0.641  -0.22
N2 -2.649 -1.110 1.145  -0.83
H1 0.376 1.447 1.419  0.35
H2 0.229 0.259 2.558  0.38
H3 -0.070 -1.368 0.585  0.19
H4 -0.471 -0.553 -1.646  0.23
H5 -0.040 1.162 -1.086  0.19
H6 1.793 -1.180 -1.652  0.19
H7 2.270 -0.361 -0.156  0.22
H8 1.987 1.043 -2.838  0.20
H9 2.403 1.810 -1.343  0.21
H10 3.459 0.457 -2.219  0.22
H11 -2.051 0.801 1.355  0.17
H12 -2.131 0.207 -0.461  0.17
H13 -2.369 -1.211 2.129  0.34
H14 -3.602 -0.714 1.141  0.35

# 6
# C3H9CoFN3O6

C3H9CoFN3O6 as an isolated structure in a non-equilibrium geometry (ωB97M-V/def2-TZVPD, OMol25).

Calculated values
Spin multiplicity ... 4
LUMO level (alpha / beta) ... -7.26 / -7.52 eV
Kohn-Sham gap (alpha / beta) ... 0.2314 / 0.2218 Ha
Electronic energy ... -2217.4121 hartree
Charge ... +1
Maximum force ... 0.080 Eh/bohr

Each line ends with the natural charge from an NBO analysis.
CARTESIAN COORDINATES (ANGSTROEM)
Co1 -3.082 -0.464 -0.922  1.70
F1 -1.721 -0.760 0.434  -0.76
C1 -1.214 1.568 2.751  -0.50
N1 -0.028 2.123 2.035  0.53
O1 -0.200 3.048 1.262  -0.38
O2 1.058 1.662 2.290  -0.37
H1 -1.062 1.790 3.808  0.25
H2 -1.282 0.485 2.709  0.24
H3 -2.040 2.181 2.402  0.23
C2 0.470 -0.118 -3.344  -0.49
N2 -0.626 -1.081 -3.127  0.58
O3 -1.476 -0.804 -2.263  -0.62
O4 -0.641 -2.075 -3.783  -0.22
H4 1.292 -0.557 -3.897  0.27
H5 0.725 0.343 -2.391  0.28
H6 -0.016 0.670 -3.924  0.24
C3 1.355 -1.218 1.500  -0.48
N3 1.441 -1.016 0.015  0.55
O5 1.681 0.121 -0.366  -0.39
O6 1.308 -1.996 -0.674  -0.38
H7 0.352 -0.935 1.802  0.23
H8 2.125 -0.693 2.059  0.25
H9 1.581 -2.275 1.625  0.23